ORCA calculation (wB97M-V/def2-TZVPD) on C58H34Cl4N5O4Tm as an isolated structure in a non-equilibrium geometry.

```
! wB97M-V def2-TZVPD RIJCOSX def2/J DEFGRID3
* xyz -2 3
Tm -0.0546 0.1974 -0.1282
Cl -8.8604 -2.3894 -2.4205
C -7.4136 -1.6296 -1.8084
C -7.5233 -0.6202 -0.8723
C -6.3690 -0.0208 -0.3788
C -5.1181 -0.4259 -0.8187
C -5.0357 -1.4418 -1.7767
C -6.1757 -2.0489 -2.2728
C -3.8124 0.1147 -0.3356
C -3.2622 -0.4942 0.7844
C -3.9978 -1.3581 1.6673
C -3.1307 -1.7855 2.6192
C -1.8386 -1.2273 2.2865
C -0.6544 -1.6794 2.9468
C -0.8483 -2.1067 4.3540
C -1.2596 -1.1525 5.2913
C -1.4719 -1.4833 6.6197
C -1.2901 -2.7957 7.0227
Cl -1.5666 -3.2296 8.6924
C -0.9024 -3.7706 6.1211
C -0.6810 -3.4203 4.7975
C 0.5949 -1.8728 2.3372
N 0.9524 -1.4743 1.0841
C 2.2021 -2.0192 0.8205
C 2.9500 -1.9327 -0.3465
C 3.9755 -3.0100 -0.5083
C 3.5133 -4.2601 -0.9256
C 4.3681 -5.3455 -1.0241
C 5.7048 -5.1747 -0.7004
Cl 6.7841 -6.5458 -0.7653
C 6.1952 -3.9430 -0.3110
C 5.3254 -2.8619 -0.2224
C 2.7422 -1.1039 -1.4873
C 3.4582 -1.1682 -2.7007
C 2.8478 -0.2788 -3.5758
C 1.7925 0.2948 -2.8611
N 1.7469 -0.1652 -1.5943
C 0.6409 1.0716 -3.4405
C -1.3666 1.7039 -2.2512
C -2.4142 1.9097 -3.1566
C -3.5433 1.4186 -2.5084
C -3.1208 0.9490 -1.2457
N -1.7884 1.2108 -1.0932
C 1.0997 2.0574 -4.5059
C 1.0707 1.8161 -5.8758
C 1.4289 2.8112 -6.7773
C 1.8524 4.0384 -6.3057
Cl 2.2809 5.2934 -7.4397
C 1.9479 4.2846 -4.9470
C 1.5594 3.2961 -4.0595
C 2.6388 -2.7577 1.9795
C 1.6803 -2.6334 2.9264
N -1.9345 -0.4363 1.2022
H -8.5017 -0.3049 -0.5344
H -6.4513 0.7707 0.3559
H -4.0545 -1.7505 -2.1195
H -6.1088 -2.8407 -3.0065
H -5.0384 -1.6205 1.5555
H -3.3159 -2.4752 3.4275
H -1.3989 -0.1319 4.9570
H -1.7666 -0.7317 7.3401
H -0.7908 -4.7964 6.4477
H -0.3980 -4.1819 4.0818
H 2.4626 -4.3679 -1.1656
H 3.9973 -6.3144 -1.3299
H 7.2419 -3.8302 -0.0611
H 5.7023 -1.8982 0.0974
H 4.3009 -1.8093 -2.9100
H 3.1133 -0.0637 -4.5996
H -2.3411 2.3060 -4.1556
H -4.5478 1.3766 -2.9005
H 0.7613 0.8571 -6.2560
H 1.3666 2.6331 -7.8425
H 2.3241 5.2340 -4.5905
H 1.6048 3.4830 -2.9946
H 3.5865 -3.2653 2.0707
H 1.6980 -3.0250 3.9294
O -0.9698 0.0522 -4.9756
C -0.3868 -0.0234 -3.9256
O 0.0064 1.8520 -2.3720
C -0.4356 -1.3192 -3.0507
O -0.0739 -2.3017 -3.6894
O -0.7914 -1.2372 -1.8381
C 4.1589 2.3091 3.5755
C 3.7315 3.4177 2.8521
C 2.5825 3.3624 2.0864
C 1.8075 2.1860 1.9947
C 2.2620 1.0776 2.7293
C 3.4095 1.1425 3.5009
N 0.6831 2.1237 1.1802
C -0.1298 3.2594 1.2384
C -0.6118 3.9044 0.0899
C -1.4673 4.9903 0.1717
C -1.8576 5.5003 1.4017
C -1.3651 4.8993 2.5549
C -0.5186 3.8094 2.4771
H 5.0604 2.3553 4.1750
H 4.3138 4.3333 2.8786
H 2.2758 4.2308 1.5155
H 1.6775 0.1696 2.7030
H 3.7189 0.2673 4.0624
H -0.2778 3.5599 -0.8752
H -1.8219 5.4516 -0.7440
H -2.5284 6.3493 1.4631
H -1.6572 5.2826 3.5273
H -0.1598 3.3380 3.3848
*
```

The expectation value of S² is 2.02. The value obtained for the energy is -155965.294 eV. The calculation puts the largest force on an atom at 1.109 eV Å⁻¹.

Results of the Löwdin charge analysis, in e, for atoms 1 through 99: atom 1 (Tm): 1.507, atom 2 (Cl): 0.614, atom 3 (C): -0.681, atom 4 (C): -0.118, atom 5 (C): -0.026, atom 6 (C): -0.198, atom 7 (C): 0.004, atom 8 (C): -0.096, atom 9 (C): -0.057, atom 10 (C): -0.237, atom 11 (C): -0.008, atom 12 (C): -0.013, atom 13 (C): -0.245, atom 14 (C): -0.107, atom 15 (C): -0.204, atom 16 (C): -0.012, atom 17 (C): -0.109, atom 18 (C): -0.685, atom 19 (Cl): 0.604, atom 20 (C): -0.116, atom 21 (C): -0.041, atom 22 (C): -0.270, atom 23 (N): -0.022, atom 24 (C): -0.246, atom 25 (C): -0.065, atom 26 (C): -0.213, atom 27 (C): 0.000, atom 28 (C): -0.103, atom 29 (C): -0.682, atom 30 (Cl): 0.609, atom 31 (C): -0.116, atom 32 (C): -0.024, atom 33 (C): -0.245, atom 34 (C): -0.025, atom 35 (C): -0.027, atom 36 (C): -0.253, atom 37 (N): 0.020, atom 38 (C): -0.233, atom 39 (C): -0.395, atom 40 (C): -0.009, atom 41 (C): -0.007, atom 42 (C): -0.249, atom 43 (N): 0.002, atom 44 (C): -0.111, atom 45 (C): -0.008, atom 46 (C): -0.106, atom 47 (C): -0.681, atom 48 (Cl): 0.612, atom 49 (C): -0.102, atom 50 (C): 0.006, atom 51 (C): 0.000, atom 52 (C): -0.017, atom 53 (N): 0.035, atom 54 (H): 0.096, atom 55 (H): 0.121, atom 56 (H): 0.137, atom 57 (H): 0.103, atom 58 (H): 0.104, atom 59 (H): 0.103, atom 60 (H): 0.126, atom 61 (H): 0.098, atom 62 (H): 0.097, atom 63 (H): 0.121, atom 64 (H): 0.136, atom 65 (H): 0.100, atom 66 (H): 0.097, atom 67 (H): 0.125, atom 68 (H): 0.097, atom 69 (H): 0.100, atom 70 (H): 0.109, atom 71 (H): 0.104, atom 72 (H): 0.114, atom 73 (H): 0.099, atom 74 (H): 0.101, atom 75 (H): 0.127, atom 76 (H): 0.110, atom 77 (H): 0.096, atom 78 (O): 0.108, atom 79 (C): -0.206, atom 80 (O): -0.046, atom 81 (C): -0.600, atom 82 (O): 0.059, atom 83 (O): -0.100, atom 84 (C): -0.142, atom 85 (C): -0.122, atom 86 (C): -0.044, atom 87 (C): -0.316, atom 88 (C): -0.028, atom 89 (C): -0.106, atom 90 (N): -0.068, atom 91 (C): -0.324, atom 92 (C): -0.041, atom 93 (C): -0.102, atom 94 (C): -0.137, atom 95 (C): -0.118, atom 96 (C): -0.041, atom 97 (H): 0.078, atom 98 (H): 0.087, atom 99 (H): 0.109



ORCA calculation (wB97M-V/def2-TZVPD) on C58H36GeMoN9O4 as an isolated structure in a non-equilibrium geometry.

```
! wB97M-V def2-TZVPD RIJCOSX def2/J DEFGRID3
* xyz -1 1
Mo 0.5746 0.8122 0.8285
C 1.3538 -5.3243 -1.4031
C 0.1047 -5.1609 -2.0084
C -0.5130 -3.9270 -2.0489
C 0.1299 -2.8608 -1.4391
C -0.2293 -1.4755 -1.2732
N -1.2815 -0.9399 -1.8457
C -1.6172 0.3053 -1.5483
C -2.7689 0.9728 -2.0459
C -3.6919 0.6366 -3.0309
C -4.7539 1.4831 -3.2411
C -4.9211 2.6474 -2.4684
C -4.0334 2.9918 -1.4772
C -2.9348 2.1508 -1.2510
C -1.8640 2.1289 -0.3419
N -1.5252 2.9398 0.7593
C -0.3450 3.6369 0.4404
N 0.7516 2.8750 0.2708
C 1.8325 3.7221 0.1534
N 3.0882 3.3539 0.0380
C 3.4129 2.0808 0.0563
N 2.5797 0.9993 0.1528
C 3.3722 -0.1311 0.0767
N 2.9897 -1.3874 -0.0380
C 1.7603 -1.7181 -0.3450
N 0.7163 -0.8277 -0.5360
C 1.3873 -3.0218 -0.8217
C 2.0142 -4.2630 -0.8176
C 4.7498 0.2395 -0.0596
C 5.9112 -0.4992 -0.2558
C 7.0872 0.1915 -0.4547
C 7.1192 1.5898 -0.4510
C 5.9691 2.3334 -0.2696
C 4.7783 1.6458 -0.0842
C 1.3737 5.0728 0.2258
C 2.0382 6.2948 0.2218
C 1.2922 7.4453 0.3471
C -0.1035 7.3905 0.4785
C -0.7800 6.1930 0.5240
C -0.0413 5.0104 0.4049
N -1.0627 1.0641 -0.5433
H 1.8039 -6.3087 -1.4050
H -0.3775 -6.0129 -2.4657
H -1.4606 -3.7757 -2.5425
H -3.5657 -0.2712 -3.6017
H -5.4775 1.2475 -4.0114
H -5.7834 3.2722 -2.6643
H -4.1645 3.8813 -0.8782
H 2.9822 -4.3834 -0.3589
H 5.8674 -1.5761 -0.2649
H 8.0045 -0.3540 -0.6281
H 8.0644 2.0928 -0.5988
H 5.9763 3.4136 -0.2746
H 3.1134 6.3187 0.1377
H 1.7819 8.4092 0.3513
H -0.6501 8.3209 0.5489
H -1.8512 6.1624 0.6559
O -1.2919 -2.8473 2.0633
C -0.4905 -1.7850 1.8718
O -0.9665 -0.6913 1.4436
C 0.8700 -1.8027 2.2383
C 1.6179 -2.8376 2.8388
C 2.8502 -2.5446 3.3620
C 3.2545 -1.1991 3.4306
C 2.5003 -0.2387 2.7956
N 1.3938 -0.5384 2.0842
C 2.5996 1.2623 2.9919
O 3.4718 1.7587 3.6835
O 1.6117 1.8654 2.4504
H -2.1940 -2.6100 1.7794
H 1.1932 -3.8279 2.8601
H 3.4732 -3.3172 3.7863
H 4.1391 -0.9001 3.9680
C -1.0635 1.9854 1.7752
Ge -2.7346 1.1800 2.5344
C -2.2056 0.8971 4.4341
C -3.0289 1.2155 5.5069
C -2.5539 1.1594 6.8057
C -1.2385 0.8030 7.0503
C -0.4070 0.4806 5.9910
C -0.8945 0.5218 4.6982
C -3.8597 -0.3900 1.9462
C -3.6819 -1.0876 0.7592
C -4.4481 -2.2045 0.4639
C -5.4119 -2.6405 1.3569
C -5.6190 -1.9383 2.5330
C -4.8559 -0.8195 2.8159
C -4.0238 2.7071 2.4938
C -5.2073 2.6356 1.7745
C -6.0263 3.7410 1.6305
C -5.6702 4.9377 2.2264
C -4.4998 5.0228 2.9630
C -3.6785 3.9167 3.0830
H -0.6807 2.5867 2.6108
H -4.0443 1.5418 5.3174
H -3.2059 1.4089 7.6320
H -0.8559 0.7873 8.0621
H 0.6252 0.2166 6.1706
H -0.2373 0.2937 3.8677
H -2.9323 -0.7656 0.0547
H -4.2804 -2.7278 -0.4675
H -5.9970 -3.5229 1.1402
H -6.3722 -2.2706 3.2340
H -5.0289 -0.2665 3.7286
H -5.4831 1.6993 1.3102
H -6.9331 3.6694 1.0443
H -6.3093 5.8023 2.1160
H -4.2196 5.9569 3.4321
H -2.7500 3.9879 3.6342
*
```

The calculation puts the energy relative to the best compared isomer or geometry (same formula, charge and spin) at 0.3671 eV. The value obtained for the energy is -140708.616 eV. The calculation puts the largest force on an atom at 1.825 eV Å⁻¹.

Results of the Löwdin charge analysis, in e, for atoms 1 through 99: atom 1 (Mo): 1.794, atom 2 (C): -0.096, atom 3 (C): -0.092, atom 4 (C): -0.018, atom 5 (C): -0.098, atom 6 (C): -0.309, atom 7 (N): 0.205, atom 8 (C): -0.320, atom 9 (C): -0.118, atom 10 (C): -0.033, atom 11 (C): -0.103, atom 12 (C): -0.103, atom 13 (C): -0.028, atom 14 (C): -0.093, atom 15 (C): -0.267, atom 16 (N): -0.064, atom 17 (C): -0.236, atom 18 (N): 0.032, atom 19 (C): -0.281, atom 20 (N): 0.221, atom 21 (C): -0.291, atom 22 (N): 0.031, atom 23 (C): -0.283, atom 24 (N): 0.197, atom 25 (C): -0.302, atom 26 (N): 0.026, atom 27 (C): -0.101, atom 28 (C): -0.017, atom 29 (C): -0.104, atom 30 (C): -0.021, atom 31 (C): -0.101, atom 32 (C): -0.093, atom 33 (C): -0.015, atom 34 (C): -0.096, atom 35 (C): -0.093, atom 36 (C): -0.024, atom 37 (C): -0.100, atom 38 (C): -0.107, atom 39 (C): -0.022, atom 40 (C): -0.087, atom 41 (N): 0.029, atom 42 (H): 0.094, atom 43 (H): 0.095, atom 44 (H): 0.109, atom 45 (H): 0.106, atom 46 (H): 0.091, atom 47 (H): 0.092, atom 48 (H): 0.107, atom 49 (H): 0.109, atom 50 (H): 0.105, atom 51 (H): 0.092, atom 52 (H): 0.093, atom 53 (H): 0.109, atom 54 (H): 0.108, atom 55 (H): 0.092, atom 56 (H): 0.091, atom 57 (H): 0.104, atom 58 (O): 0.152, atom 59 (C): -0.403, atom 60 (O): -0.135, atom 61 (C): -0.192, atom 62 (C): 0.017, atom 63 (C): -0.048, atom 64 (C): 0.027, atom 65 (C): -0.178, atom 66 (N): -0.044, atom 67 (C): -0.597, atom 68 (O): 0.064, atom 69 (O): -0.131, atom 70 (H): 0.106, atom 71 (H): 0.122, atom 72 (H): 0.103, atom 73 (H): 0.123, atom 74 (C): -0.306, atom 75 (Ge): 1.081, atom 76 (C): -0.249, atom 77 (C): -0.118, atom 78 (C): -0.101, atom 79 (C): -0.100, atom 80 (C): -0.076, atom 81 (C): -0.099, atom 82 (C): -0.248, atom 83 (C): -0.119, atom 84 (C): -0.081, atom 85 (C): -0.097, atom 86 (C): -0.092, atom 87 (C): -0.109, atom 88 (C): -0.258, atom 89 (C): -0.117, atom 90 (C): -0.103, atom 91 (C): -0.106, atom 92 (C): -0.096, atom 93 (C): -0.112, atom 94 (H): 0.079, atom 95 (H): 0.094, atom 96 (H): 0.095, atom 97 (H): 0.096, atom 98 (H): 0.104, atom 99 (H): 0.075